ORCA calculation (ωB97M-V/def2-TZVPD) on 6 unconnected molecules or ions with the total composition C33H93FN15O8P5 in a non-equilibrium geometry.

Summary:
SMILES string: CN(C)P(=O)(N(C)C)N(C)C.CN(C)P(=O)(N(C)C)N(C)C.CN(C)P(=O)(N(C)C)N(C)C.CN(C)P(=O)(N(C)C)N(C)C.CN(C)P(=O)(N(C)C)N(C)C.O=C1OC[C@@H](F)O1
Kohn-Sham gap: 0.3007 Ha
Total charge: 0
Multiplicity: 1

Bonds (Å) are listed after each position.
Element x y z (Å)
1 H -2.011 -1.432 -4.089  C122 1.090
2 N 1.285 4.161 3.322  P22 1.723, C141 1.436, C143 1.478
3 H -2.380 -0.312 -9.887  C31 1.090
4 H -4.355 -2.043 -3.628  C54 1.090
5 N 1.418 -1.157 4.723  C47 1.441, C57 1.466, P103 1.699
6 C 3.989 3.513 0.738  H49 1.090, H124 1.090, N131 1.438, H144 1.090
7 H 6.338 -4.987 -1.755  C40 1.090
8 H 0.980 -4.835 2.410  C98 1.090
9 H 1.434 4.944 5.255  C141 1.090
10 H -1.378 6.339 0.483  C111 1.090
11 P -3.755 -1.342 -7.154  N15 1.747, N42 1.742, O68 1.433, N104 1.736
12 O 5.275 -2.792 -5.763  P55 1.501
13 H -1.538 -1.854 0.643  C78 1.090
14 H 2.511 1.268 0.506  C44 1.090
15 N -3.109 -2.924 -7.517  P11 1.747, C145 1.467, C148 1.448
16 N 3.803 -1.904 -3.591  C24 1.458, P55 1.768, C123 1.477
17 H -3.407 1.528 -8.456  C25 1.090
18 H 1.760 0.727 5.484  C57 1.090
19 H -1.763 5.309 1.801  C111 1.090
20 H 8.488 -1.573 -4.136  C88 1.090
21 H -4.609 -3.837 -8.597  C148 1.090
22 P 1.751 4.713 1.758  N2 1.723, O59 1.488, N69 1.726, N131 1.749
23 H -3.891 0.303 3.720  C67 1.090
24 C 3.152 -2.279 -2.342  N16 1.458, H29 1.090, H43 1.090, H127 1.090
25 C -2.916 1.207 -7.538  H17 1.090, N42 1.407, H62 1.090, H149 1.090
26 H 7.306 -5.093 -3.928  C76 1.090
27 H -4.084 -3.261 -4.961  C54 1.090
28 H 5.962 -5.178 -5.169  C76 1.090
29 H 2.572 -1.409 -2.035  C24 1.090
30 H 1.128 4.067 -0.841  C109 1.090
31 C -1.832 -0.430 -8.953  H3 1.090, N42 1.482, H64 1.090, H132 1.090
32 C -2.599 4.520 5.948  H41 1.090, H58 1.090, N102 1.462, H142 1.090
33 O -0.602 -1.361 2.960  P103 1.484
34 H 3.111 -2.440 1.035  C66 1.090
35 H 1.964 -4.099 5.039  C75 1.090
36 H 2.292 -2.488 6.068  C47 1.090
37 H 2.336 -1.682 -5.154  C123 1.090
38 H -1.703 -4.117 5.775  C113 1.090
39 H 7.521 -1.671 -5.547  C88 1.090
40 C 5.548 -4.279 -2.006  H7 1.090, N56 1.485, H92 1.090, H126 1.090
41 H -2.478 5.153 5.068  C32 1.090
42 N -2.615 -0.156 -7.725  P11 1.742, C25 1.407, C31 1.482
43 H 3.849 -2.404 -1.513  C24 1.090
44 C 2.108 2.009 1.195  H14 1.090, H107 1.090, N131 1.439, H135 1.090
45 O -4.866 4.701 4.188  P72 1.500
46 H 2.502 3.556 4.800  C141 1.090
47 C 2.568 -1.638 5.445  N5 1.441, H36 1.090, H51 1.090, H121 1.090
48 H -0.612 4.333 -0.931  C109 1.090
49 H 4.414 2.616 0.290  C6 1.090
50 H -1.824 1.621 5.465  C130 1.090
51 H 3.106 -0.872 6.002  C47 1.090
52 O -0.022 -0.566 -2.817  C97 1.235
53 H 1.603 -1.469 0.883  C66 1.090
54 C -4.381 -2.246 -4.698  H4 1.090, H27 1.090, N104 1.442, H116 1.090
55 P 5.263 -2.637 -4.270  O12 1.501, N16 1.768, N56 1.665, N136 1.715
56 N 5.544 -4.074 -3.477  C40 1.485, P55 1.665, C76 1.454
57 C 0.894 0.110 5.244  N5 1.466, H18 1.090, H81 1.090, H134 1.090
58 H -3.339 5.114 6.484  C32 1.090
59 O 2.555 5.956 1.607  P22 1.488
60 H 1.793 -4.216 0.925  C98 1.090
61 H -2.005 -4.007 4.046  C113 1.090
62 H -1.961 1.724 -7.447  C25 1.090
63 H 0.896 -5.391 4.917  C75 1.090
64 H -1.449 -1.451 -8.948  C31 1.090
65 H -3.437 -4.957 -7.766  C148 1.090
66 C 2.324 -1.910 1.571  H34 1.090, H53 1.090, N70 1.495, H119 1.090
67 C -3.413 1.025 3.059  H23 1.090, N80 1.475, H85 1.090, H108 1.090
68 O -5.071 -1.151 -7.689  P11 1.433
69 N 0.248 4.870 0.923  P22 1.726, C109 1.485, C111 1.508
70 N 1.593 -2.815 2.510  C66 1.495, C98 1.505, P103 1.743
71 H 2.804 5.276 4.293  C141 1.090
72 P -4.397 3.298 4.437  O45 1.500, N80 1.707, N102 1.648, N146 1.741
73 H 0.132 -3.744 1.260  C98 1.090
74 H -1.669 -0.468 -5.461  C122 1.090
75 C 0.930 -4.359 5.266  H35 1.090, H63 1.090, H93 1.090, N133 1.492
76 C 6.236 -5.183 -4.114  H26 1.090, H28 1.090, N56 1.454, H86 1.090
77 H -6.135 3.666 6.783  C99 1.090
78 C -1.887 -1.035 0.013  H13 1.090, F82 1.319, C95 1.525, O154 1.364
79 H -7.525 2.616 4.347  C155 1.090
80 N -3.913 2.413 3.060  C67 1.475, P72 1.707, C83 1.418
81 H 0.365 0.677 4.478  C57 1.090
82 F -3.200 -0.974 0.127  C78 1.319
83 C -3.800 3.072 1.810  N80 1.418, H115 1.090, H137 1.090, H151 1.090
84 H 3.584 -0.414 -5.151  C123 1.090
85 H -2.343 0.890 3.221  C67 1.090
86 H 5.848 -6.075 -3.622  C76 1.090
87 H -0.854 4.181 3.597  C143 1.090
88 C 7.558 -1.200 -4.565  H20 1.090, H39 1.090, N136 1.455, H140 1.090
89 H 0.623 5.696 -0.997  C109 1.090
90 H -3.302 1.345 6.448  C130 1.090
91 C 6.391 -0.861 -2.381  H106 1.090, H112 1.090, N136 1.475, H153 1.090
92 H 5.866 -3.404 -1.440  C40 1.090
93 H 0.769 -4.181 6.329  C75 1.090
94 H 2.338 -0.488 -3.901  C123 1.090
95 C -1.163 0.270 0.319  C78 1.525, O96 1.391, H128 1.090, H152 1.090
96 O -0.106 0.193 -0.583  C95 1.391, C97 1.372
97 C -0.539 -0.478 -1.699  O52 1.235, O96 1.372, O154 1.295
98 C 1.086 -3.994 1.724  H8 1.090, H60 1.090, N70 1.505, H73 1.090
99 C -5.936 2.617 6.564  H77 1.090, H117 1.090, H118 1.090, N146 1.438
100 H -0.250 2.801 2.727  C143 1.090
101 H 0.030 2.952 4.486  C143 1.090
102 N -3.176 3.240 5.542  C32 1.462, P72 1.648, C130 1.446
103 P 0.491 -2.091 3.649  N5 1.699, O33 1.484, N70 1.743, N133 1.731
104 N -3.648 -1.238 -5.424  P11 1.736, C54 1.442, C122 1.434
105 H -2.593 0.169 -4.162  C122 1.090
106 H 7.417 -0.938 -2.021  C91 1.090
107 H 2.374 1.582 2.162  C44 1.090
108 H -3.577 0.597 2.070  C67 1.090
109 C 0.324 4.746 -0.555  H30 1.090, H48 1.090, N69 1.485, H89 1.090
110 H -0.603 6.586 1.918  C111 1.090
111 C -0.917 5.758 1.282  H10 1.090, H19 1.090, N69 1.508, H110 1.090
112 H 5.765 -1.450 -1.711  C91 1.090
113 C -1.479 -3.539 4.878  H38 1.090, H61 1.090, N133 1.469, H150 1.090
114 H -1.687 -3.013 -6.005  C145 1.090
115 H -3.901 4.150 1.937  C83 1.090
116 H -5.430 -2.293 -4.991  C54 1.090
117 H -5.203 2.209 7.260  C99 1.090
118 H -6.837 2.108 6.907  C99 1.090
119 H 2.815 -1.089 2.094  C66 1.090
120 H -4.740 -4.073 -6.889  C148 1.090
121 H 3.337 -2.003 4.764  C47 1.090
122 C -2.477 -0.725 -4.775  H1 1.090, H74 1.090, N104 1.434, H105 1.090
123 C 3.000 -1.089 -4.525  N16 1.477, H37 1.090, H84 1.090, H94 1.090
124 H 4.530 3.772 1.648  C6 1.090
125 H -7.261 0.907 4.845  C155 1.090
126 H 4.562 -4.549 -1.628  C40 1.090
127 H 2.553 -3.186 -2.427  C24 1.090
128 H -0.808 0.424 1.338  C95 1.090
129 H -6.562 1.591 3.350  C155 1.090
130 C -2.556 2.075 6.134  H50 1.090, H90 1.090, N102 1.446, H138 1.090
131 N 2.592 3.356 1.043  C6 1.438, P22 1.749, C44 1.439
132 H -0.881 0.102 -8.925  C31 1.090
133 N -0.036 -3.417 4.630  C75 1.492, P103 1.731, C113 1.469
134 H 0.229 -0.154 6.066  C57 1.090
135 H 1.018 2.000 1.165  C44 1.090
136 N 6.440 -1.530 -3.694  P55 1.715, C88 1.455, C91 1.475
137 H -2.822 3.064 1.329  C83 1.090
138 H -2.005 2.298 7.048  C130 1.090
139 H -1.539 -4.288 -7.308  C145 1.090
140 H 7.611 -0.170 -4.918  C88 1.090
141 C 2.061 4.500 4.482  N2 1.436, H9 1.090, H46 1.090, H71 1.090
142 H -1.612 4.357 6.380  C32 1.090
143 C -0.014 3.490 3.538  N2 1.478, H87 1.090, H100 1.090, H101 1.090
144 H 4.081 4.384 0.089  C6 1.090
145 C -1.750 -3.246 -7.068  N15 1.467, H114 1.090, H139 1.090, H147 1.090
146 N -5.640 2.336 5.186  P72 1.741, C99 1.438, C155 1.518
147 H -1.034 -2.777 -7.742  C145 1.090
148 C -4.017 -4.036 -7.703  N15 1.448, H21 1.090, H65 1.090, H120 1.090
149 H -3.337 1.395 -6.550  C25 1.090
150 H -1.865 -2.552 5.133  C113 1.090
151 H -4.389 2.555 1.052  C83 1.090
152 H -1.771 1.123 0.016  C95 1.090
153 H 6.047 0.172 -2.330  C91 1.090
154 O -1.577 -1.148 -1.310  C78 1.364, C97 1.295
155 C -6.813 1.792 4.391  H79 1.090, H125 1.090, H129 1.090, N146 1.518